Entry 1:
Below is a 2-piece molecular cluster, H4O2 overall, with properties calculated with ωB97M-V with the def2-TZVPD basis set.

Its largest force on an atom is 0.2 eV/A. As for the HOMO-LUMO gap: 11.58 eV. The electronic energy is -4159.894 eV. The relative energy (zero: lowest compared OMol25 entry of this formula, charge and spin) is 0.045 eV. The LUMO energy comes out at 0.63 eV. Its structure (SMILES) is O.O.

Geometry as XYZ:
```
6
Properties=species:S:1:pos:R:3:forces:R:3
H -0.206219 1.680576 -0.900739 0.025 0.071 -0.017
H -0.842092 0.377338 -1.372580 -0.053 -0.040 -0.021
O 0.317287 -1.023277 1.437478 -0.050 -0.050 0.172
O -0.082552 0.727372 -0.898534 -0.001 0.035 0.042
H 0.721479 -1.558962 0.750360 0.046 -0.008 -0.015
H 0.092095 -0.203045 0.984016 0.033 -0.008 -0.161
```
Positions in Å, forces in eV/Å.

=====

Entry 2:
Below is C26H21Br2N7ReSbSe4 as an isolated structure, with properties calculated with ωB97M-V with the def2-TZVPD basis set.

Its largest force on an atom is 0.8 eV/A. As for the HOMO-LUMO gap (spin up / spin down): 5.72 / 5.11 eV. The electronic energy is -447870.445 eV. Its expectation value of S² is 3.775. As for the charge: +1. The relative energy (zero: lowest compared OMol25 entry of this formula, charge and spin) is 0.000 eV. The LUMO energy (spin up / spin down) comes out at -3.44 / -4.03 eV. The spin multiplicity is 4.

Geometry as XYZ:
```
62
Properties=species:S:1:pos:R:3:forces:R:3
C 0.860495 4.860805 -0.222381 0.002 -0.038 -0.056
N 0.839138 -2.108279 0.582221 0.100 -0.073 -0.240
Br 0.893111 6.706997 -0.490321 0.037 0.118 -0.022
H 2.095594 -4.797932 -3.015268 0.014 -0.003 -0.001
H 0.893002 4.398389 -2.315775 -0.014 0.033 0.010
C -5.045210 0.826801 0.439972 -0.009 -0.004 -0.019
H -1.204517 -0.255538 3.893635 0.025 0.038 0.035
C 1.523071 -3.389558 -1.524061 -0.011 0.002 -0.013
C -5.277563 0.823918 -0.920439 0.059 -0.011 -0.015
C 1.458138 -5.641464 0.204871 0.029 0.018 -0.009
H 0.999062 -4.379089 2.790386 -0.021 0.009 -0.018
N 0.490689 0.377700 -1.750309 -0.216 0.041 -0.342
H 1.660017 -2.534264 -2.165908 -0.012 0.010 -0.009
H 1.969126 -6.758446 -1.536447 0.009 -0.003 -0.004
H -4.455046 0.628660 -2.894879 -0.010 -0.006 -0.003
C 0.853277 4.341690 1.057054 0.013 -0.084 0.119
H 1.026039 2.978491 -3.815526 0.011 -0.008 -0.032
C 1.152923 -3.247048 -0.189364 -0.007 0.208 0.004
H 1.221126 0.369118 2.932264 -0.088 -0.093 0.054
C 1.186256 -4.355687 0.650970 -0.053 -0.062 0.172
H -5.841646 0.996720 1.151441 -0.005 -0.003 -0.001
C 0.597699 0.978384 -4.450595 -0.004 0.037 0.066
C -2.937428 0.392255 -1.420441 0.046 -0.032 -0.093
H 0.911348 4.977515 1.928444 -0.006 -0.019 -0.031
H 1.679686 -1.612196 3.493528 0.010 0.037 0.007
C 0.709393 -1.604829 2.983063 0.048 0.045 0.101
N 0.947769 -3.859315 1.929771 0.042 -0.101 -0.049
N -1.508932 0.207919 0.685388 -0.033 -0.040 -0.253
N -3.154841 0.566495 2.110417 -0.127 0.014 -0.077
H -0.039338 -1.947639 3.699738 0.015 0.002 0.018
C -1.842041 0.338558 1.950487 0.066 0.036 0.038
Sb 4.517686 2.347764 3.055666 0.265 -0.182 -0.225
C 0.853441 4.003431 -1.312675 0.063 0.076 0.024
Br 0.784616 1.358056 -6.266449 -0.017 0.041 -0.139
C -3.735411 0.607502 0.844038 -0.066 0.031 0.217
Se 3.100197 -0.108435 0.468251 -0.081 -0.396 -0.146
C 1.745956 -5.778834 -1.137709 0.016 0.049 -0.019
H -2.146464 0.235529 -2.141072 -0.050 0.007 0.059
H -6.280411 0.989872 -1.288157 -0.002 0.008 -0.005
C 0.808023 2.968516 1.205761 -0.008 0.013 -0.072
C 0.234375 -0.293924 -4.033614 -0.045 -0.032 0.055
H 0.876370 2.522606 2.192895 0.024 0.014 -0.035
C -2.693227 0.384280 -0.050140 0.201 -0.009 0.005
N 0.442123 -0.224160 2.537868 -0.035 -0.160 -0.355
C -4.235199 0.613788 -1.836269 -0.025 0.006 0.038
Se 4.024238 2.010552 0.433301 0.012 0.355 0.217
C 0.192161 -0.543184 -2.680452 0.051 -0.005 0.004
H -3.622901 0.715717 2.988927 0.001 -0.010 -0.002
Se 2.596019 1.356762 4.238311 -0.158 0.208 0.029
Re 0.645062 0.036558 0.316464 0.090 -0.265 0.698
N 0.725294 2.131037 0.163103 -0.051 0.214 0.087
H -0.005186 -1.073932 -4.741089 0.029 -0.011 -0.002
H -0.655552 1.335146 3.398000 0.014 -0.026 -0.004
Se 3.741098 4.741327 3.167429 -0.140 0.032 0.041
H 1.472427 -6.487753 0.877791 -0.018 -0.007 0.000
H -0.100822 -1.510720 -2.302483 0.047 -0.022 -0.003
C 1.802585 -4.661710 -1.983409 -0.024 -0.030 0.041
C -0.828952 0.313981 3.040434 0.020 0.093 0.096
C 0.798563 1.969926 -3.507693 -0.013 0.002 -0.006
C 0.704444 1.644635 -2.165820 0.092 0.123 0.180
C 0.791554 -2.530706 1.827378 -0.081 0.050 0.026
C 0.787522 2.647227 -1.080549 -0.020 -0.235 -0.143
```
Positions in Å, forces in eV/Å.

=====

Entry 3:
Below is an isolated molecule of C2H2N4, with properties calculated with ωB97M-V with the def2-TZVPD basis set.

Its largest force on an atom is 0.4 eV/A. As for the HOMO-LUMO gap: 9.71 eV. The electronic energy is -8063.461 eV. The relative energy (zero: lowest compared OMol25 entry of this formula, charge and spin) is 2.671 eV. The LUMO energy comes out at -0.48 eV. Its structure (SMILES) is c1cnnnn1.

Geometry as XYZ:
```
8
Properties=species:S:1:pos:R:3:forces:R:3
C 0.272099 0.895234 0.056882 -0.064 -0.053 0.021
H 0.823276 1.827089 -0.021413 -0.060 -0.083 0.222
C 0.868067 -0.358097 -0.026043 -0.133 0.036 -0.032
N -1.036845 0.973100 0.220642 0.212 -0.139 -0.047
N -1.211998 -1.257552 -0.237769 0.140 0.091 0.103
N -1.746381 -0.143487 0.185152 0.052 0.026 -0.324
H 1.925790 -0.540093 0.139176 -0.073 0.052 -0.340
N 0.105992 -1.396195 -0.316627 -0.073 0.071 0.397
```
Positions in Å, forces in eV/Å.

=====

Entry 4:
Below is an isolated molecule of CH3NO3S2, with properties calculated with ωB97M-V with the def2-TZVPD basis set.

Its largest force on an atom is 5.5 eV/A. As for the HOMO-LUMO gap: 10.04 eV. The electronic energy is -30385.695 eV. The relative energy (zero: lowest compared OMol25 entry of this formula, charge and spin) is 0.626 eV. The LUMO energy comes out at -1.06 eV.

Geometry as XYZ:
```
10
Properties=species:S:1:pos:R:3:forces:R:3
N 1.336432 0.677231 0.220589 -2.627 -2.107 0.079
H 0.343747 -1.898179 -0.519246 2.151 -2.267 0.946
O -1.203634 1.056933 -0.226481 -0.195 -0.414 0.012
C -0.550795 -1.436412 -0.671738 -2.489 0.476 4.826
H -1.517696 -1.908518 -0.235259 1.980 0.422 -0.683
O 2.218457 2.921532 0.396886 -0.820 -0.003 0.257
H -0.611690 -1.327580 -1.664986 -0.618 1.506 -3.573
O -0.634823 -0.239932 1.768827 0.363 -0.894 0.340
S -0.392504 0.033896 0.396397 -0.190 1.222 -2.156
S 1.012506 2.121030 0.535012 2.446 2.060 -0.047
```
Positions in Å, forces in eV/Å.